1.
Molecular formula: C4H5N4S
Method: DFT, the ωB97M-V functional and the def2-TZVPD basis

**LUMO level (alpha / beta)**: -4.271 / -7.287 eV
**Net charge**: +1
**E_HOMO (alpha / beta)**: -0.3714 / -0.4877 hartree
**E**: -21010.7541 eV
**Spin multiplicity**: 3
**Strongest force on any atom**: 7.10 eV/Å
**ΔE to the lowest compared entry with this formula, charge and spin**: 54.7 kcal per mole

Each line ends with the Mulliken charge.
Geometry (Å):
C1 3.13291 -0.50133 0.00313  0.53
C2 0.79020 -1.32642 0.01636  0.15
H1 0.49376 -2.36755 0.03071  0.22
C3 -1.24967 2.78763 0.03321  -0.14
N1 2.07128 -1.08468 0.02254  -0.25
C4 -1.56568 -0.80293 -0.00614  -0.77
N2 0.16852 0.88370 -0.02181  -0.40
H2 -2.08145 -0.29635 -0.82383  0.31
H3 -1.65871 -1.87646 -0.13983  0.31
N3 -0.67829 1.77621 -0.01134  -0.03
S1 4.56354 0.05540 -0.01250  -0.29
H4 -2.03593 -0.51684 0.93702  0.35
H5 -1.78561 3.68903 -0.02606  0.57
N4 -0.16486 -0.41940 -0.00148  0.45

Atomic forces in eV per Å
-1.2 -0.8 0.0
4.6 -4.3 0.1
-0.2 0.2 0.0
0.5 -1.1 0.0
-0.3 0.6 -0.1
-0.4 0.1 0.0
2.6 -2.8 0.0
0.0 -0.1 0.0
0.1 0.0 0.0
-1.9 1.4 0.1
1.0 0.6 0.0
0.0 -0.1 0.0
-0.5 0.7 -0.1
-4.5 5.5 -0.2



2.
Molecular formula: C4H5N5
Method: DFT, the ωB97M-V functional and the def2-TZVPD basis

**LUMO level**: -0.563 eV
**E_HOMO**: -0.3817 hartree
**E**: -11677.3111 eV
**Strongest force on any atom**: 3.00 eV/Å
**ΔE to the lowest compared entry with this formula, charge and spin**: 29.9 kcal per mole

Each line ends with the Mulliken charge.
Geometry (Å):
N1 -3.10947 1.13615 0.20354  -0.37
N2 -1.52850 -1.89436 -0.33402  -0.63
N3 -0.01883 -0.07240 0.23600  0.00
H1 -0.59937 1.50948 -1.07222  0.38
C1 -1.24078 -0.67774 0.01899  0.56
H2 -0.74383 -2.54787 -0.34322  0.27
N4 1.00395 2.12659 -0.01921  -0.60
N5 2.26696 -0.65973 -0.10318  -0.64
C2 1.14164 -0.86598 0.43861  -0.02
H3 2.26608 0.20138 -0.67605  0.31
C3 -2.28639 0.32031 0.14383  0.14
H4 0.99164 -1.72478 1.16400  0.40
C4 0.14538 1.21303 -0.32575  -0.08
H5 1.71152 1.93592 0.66870  0.28

Atomic forces in eV per Å
1.2 -1.1 0.0
0.1 2.0 1.3
1.2 0.0 0.0
0.2 -0.3 0.2
-0.6 -2.3 -1.0
0.1 0.4 -0.2
-1.6 -1.2 -1.3
-0.4 0.2 0.5
0.5 -0.9 0.3
0.0 -0.7 0.1
-2.0 0.8 -0.2
0.1 1.0 -1.0
1.2 2.6 0.8
0.1 -0.6 0.5